Record 1
A molecular structure, C30H43F5IrP2S. Source: the OMol25 dataset; level of theory: wB97M-V/def2-TZVPD.

⟨S²⟩: 6.038
Max |F|: 5.12 eV Å⁻¹
Kohn-Sham gap (alpha / beta): 5.7 / 5.2 eV
Calculated total energy: -77631.378 eV
Spin multiplicity: 5
Total charge: +1

XYZ file:
```
82
C30H43F5IrP2S, DFT wB97M-V/def2-TZVPD
Ir -0.63159 -1.22612 -3.31011
C -0.46059 -2.86449 2.16463
C 0.93688 -2.96451 1.86808
C 0.67610 -1.40224 3.55661
C -0.61973 -1.90431 3.21363
C 1.63645 -2.06222 2.72445
C -1.54464 -3.64610 1.56273
H -1.23713 -4.13584 0.62765
H -2.40547 -2.99885 1.33448
H -1.90788 -4.43034 2.25082
C -1.87187 -1.53856 3.86897
H -2.73266 -1.99923 3.36652
H -2.00852 -0.44765 3.87912
H -1.86680 -1.87306 4.91931
C 0.96406 -0.44265 4.62201
H 0.86773 -0.92053 5.61165
H 0.25380 0.39721 4.59564
H 1.98403 -0.04049 4.54360
C 3.09335 -1.91016 2.79401
H 3.54751 -2.58773 3.53836
H 3.36141 -0.88967 3.09708
H 3.58023 -2.11983 1.82918
C 1.56767 -3.85655 0.89060
H 2.45869 -4.35584 1.30431
H 1.90656 -3.31761 -0.01022
H 0.86815 -4.63308 0.55626
C -1.74188 0.14675 -4.17852
C -1.96365 -1.26935 -4.68473
C -1.33254 -1.69312 -5.96831
C 0.22632 -1.77973 -5.90012
C 0.78258 -1.59779 -4.53119
C 0.92627 -0.20488 -3.91299
C 0.59900 0.98711 -4.75869
C -0.93606 1.11599 -5.01204
H -1.65960 -1.06534 -6.79084
H 0.68722 -1.09334 -6.60080
H -1.70314 -2.68897 -6.19824
H -1.14944 1.03201 -6.08490
H -2.59880 0.58359 -3.60393
H -2.97114 -1.64304 -4.40784
H -1.23951 2.11902 -4.70152
H 0.96685 1.87364 -4.23523
H 1.76560 -0.09892 -3.18218
H 1.14877 0.94554 -5.70337
H 0.52353 -2.77767 -6.21936
H 1.55970 -2.28885 -4.14637
P -0.89486 0.47684 -0.36119
P 1.29378 1.87770 0.54094
C -0.73598 2.03343 -1.31212
C 0.61230 2.69326 -0.91708
H -1.59134 2.65964 -0.99568
H -0.76891 1.88538 -2.41558
H 1.38608 2.62028 -1.69752
H 0.45294 3.75195 -0.68830
C 2.42717 2.85430 1.48654
H 2.55300 2.45393 2.50017
H 2.09562 3.89508 1.55765
H 3.39933 2.82827 0.97830
C 2.08801 0.32137 0.12272
H 2.74782 0.49106 -0.74400
H 1.38129 -0.49182 -0.12252
H 2.68712 -0.02573 0.97782
C -2.69669 0.19816 -0.54035
H -2.89069 -0.74049 -0.00178
H -3.03239 0.04412 -1.58747
H -3.19118 1.04598 -0.04351
C -0.79313 -2.60371 -2.00364
H -0.11413 -2.53871 -1.15551
H -0.54193 -3.52614 -2.55543
H -1.80832 -2.74543 -1.63384
F -0.22564 5.93797 5.83079
C -0.38583 5.01314 4.86419
C -0.09573 5.31864 3.53584
F 0.30563 6.56466 3.20512
C -0.20798 4.33824 2.55502
F -0.10475 4.74505 1.24847
C -0.51541 3.01487 2.87123
S -0.45513 1.58353 1.67602
C -0.97049 2.78631 4.16875
F -1.62823 1.62096 4.45590
C -0.86753 3.74195 5.17738
F -1.21970 3.44376 6.44450
```

Atom charges from the Löwdin analysis, given in e for atoms 1 to 5:
1. Ir 1.34
2. C -0.21
3. C -0.18
4. C -0.21
5. C -0.19

=====

Record 2
2 unconnected molecules or ions with the total composition C7H12N2O3. Source: the OMol25 dataset; level of theory: wB97M-V/def2-TZVPD.

Max |F|: 1.89 eV Å⁻¹
Kohn-Sham gap: 9.3 eV
SMILES: CC(C)=C(C)[N+](=O)[O-].CC#[N+][O-]
Calculated total energy: -16570.617 eV
Spin multiplicity: 1

XYZ file:
```
24
C7H12N2O3, DFT wB97M-V/def2-TZVPD
C 1.36897 -0.28740 1.81764
C 1.42746 -0.12538 0.33842
C 2.59892 0.66185 -0.14598
C 0.53136 -0.62793 -0.53985
C 0.65191 -0.45356 -2.02254
N -0.59908 -1.37971 -0.11705
O -0.91332 -1.37729 1.06276
O -1.23699 -1.99264 -0.95893
H 2.34088 -0.08511 2.26165
H 1.02651 -1.27541 2.11850
H 0.64746 0.42422 2.21835
H 2.86521 1.41378 0.59307
H 2.40416 1.15274 -1.09354
H 3.45818 0.00176 -0.26787
H -0.22503 -0.86443 -2.51639
H 1.53132 -0.96362 -2.41088
H 0.73114 0.60516 -2.26697
C -3.40565 0.19826 0.52667
C -2.31611 1.02949 0.09381
N -1.39339 1.67920 -0.14532
O -0.44619 2.34085 -0.45921
H -3.17728 -0.22731 1.50504
H -3.54093 -0.62045 -0.18057
H -4.32953 0.77292 0.58922
```

Atom charges from the Löwdin analysis, given in e for atoms 1 to 5:
1. C -0.04
2. C -0.24
3. C -0.03
4. C -0.21
5. C -0.02